Record 1
C30H29Cl2N4OW as an isolated structure, computed with ωB97M-V with the def2-TZVPD basis set.

Each line ends with the Löwdin charge.
Element x y z (Å)
W  0.451  -0.029  -0.422  1.502
C  -3.697  1.558  -0.145  0.016
C  -2.530  0.663  -0.356  -0.224
N  -1.314  0.973  -0.181  -0.164
N  -0.648  2.101  0.198  0.099
C  0.053  1.752  1.321  -0.484
O  -0.030  0.569  1.779  -0.082
C  0.904  2.796  1.918  -0.168
C  1.301  2.664  3.245  -0.029
C  2.112  3.628  3.820  -0.062
C  2.535  4.715  3.066  -0.066
C  2.139  4.847  1.741  -0.064
C  1.316  3.894  1.165  -0.021
C  -2.608  -0.757  -0.741  -0.189
C  -3.796  -1.409  -1.018  0.017
C  -3.758  -2.746  -1.385  -0.021
C  -2.532  -3.377  -1.483  -0.021
C  -1.385  -2.660  -1.191  -0.124
N  -1.408  -1.388  -0.801  -0.001
H  -3.355  2.562  0.093  0.090
H  -4.316  1.187  0.674  0.103
H  -4.314  1.595  -1.044  0.098
H  0.961  1.810  3.816  0.121
H  2.414  3.534  4.854  0.110
H  3.173  5.465  3.514  0.109
H  2.469  5.697  1.159  0.108
H  0.997  3.985  0.135  0.110
H  -4.732  -0.874  -0.953  0.122
H  -4.674  -3.278  -1.604  0.123
H  -2.449  -4.411  -1.785  0.120
H  -0.411  -3.115  -1.276  0.085
C  -0.675  2.223  -3.388  -0.082
C  0.737  2.076  -3.937  -0.396
C  0.753  1.133  -5.145  -0.055
C  1.738  1.582  -2.911  -0.299
C  3.173  1.701  -3.363  -0.134
C  4.218  1.162  -2.786  -0.149
C  2.369  -0.227  0.532  -0.558
C  3.036  -0.002  1.854  -0.053
C  4.639  -0.989  -1.005  -0.233
C  1.412  1.028  -1.756  -0.227
H  -1.319  2.670  -4.146  0.085
H  -0.695  2.847  -2.494  0.070
H  -1.084  1.244  -3.128  0.064
H  1.088  3.062  -4.265  0.142
H  0.417  0.139  -4.843  0.087
H  1.747  1.034  -5.581  0.075
H  0.081  1.499  -5.923  0.085
H  3.321  2.261  -4.283  0.121
H  5.274  1.193  -3.003  0.076
H  2.254  -0.043  2.613  0.079
H  3.527  0.967  1.906  0.079
H  3.760  -0.796  2.056  0.090
H  5.588  -0.911  -1.512  0.090
H  0.566  -0.809  -1.910  0.026
Cl  3.664  0.437  -1.012  1.078
C  4.100  -2.237  -0.629  -0.204
C  4.956  -3.352  -0.791  -0.024
C  4.552  -4.623  -0.458  -0.063
C  3.289  -4.836  0.076  -0.083
C  2.430  -3.759  0.256  -0.582
Cl  0.914  -4.033  1.048  0.731
C  2.786  -2.465  -0.100  -0.232
N  1.902  -1.395  0.115  -0.166
H  5.948  -3.190  -1.192  0.120
H  5.225  -5.458  -0.593  0.116
H  2.970  -5.823  0.379  0.112

Values from the calculation:
**Relative energy (zero: lowest compared OMol25 entry of this formula, charge and spin)**: 243.5 kcal per mole
**Calculated total energy**: -66444.517 eV
**Spin multiplicity**: 3
**Largest force on an atom**: 1.89 eV/Å
**Total charge**: +1


Record 2
One molecule with the formula C21H26N2OS, computed with ωB97M-V with the def2-TZVPD basis set.

Each line ends with the Löwdin charge.
Element x y z (Å)
C  -4.198  -2.700  0.897  -0.380
S  -3.633  -2.023  -0.687  0.815
C  -2.225  -3.134  -0.980  -0.383
C  -1.083  -2.987  0.019  -0.571
O  -0.387  -3.935  0.318  0.055
N  -0.936  -1.750  0.522  0.066
C  0.192  -1.365  1.329  -0.116
C  1.109  -0.387  0.569  -0.396
N  0.309  0.702  0.005  -0.158
C  1.036  1.623  -0.849  -0.049
C  -0.498  1.472  0.939  -0.153
C  -1.744  2.015  0.278  -0.210
C  -2.391  3.116  0.826  -0.047
C  -3.559  3.599  0.264  -0.088
C  -4.097  2.985  -0.854  -0.094
C  -3.457  1.891  -1.410  -0.083
C  -2.288  1.411  -0.847  -0.071
C  1.810  -1.152  -0.584  -0.049
C  3.201  -0.597  -0.608  -0.190
C  4.162  -0.712  -1.591  -0.027
C  5.396  -0.107  -1.396  -0.088
C  5.658  0.600  -0.234  -0.090
C  4.692  0.714  0.756  -0.030
C  3.466  0.111  0.562  -0.187
C  2.277  0.093  1.474  -0.041
H  -4.522  -3.727  0.753  0.037
H  -5.032  -2.087  1.223  0.031
H  -3.390  -2.652  1.621  0.033
H  -2.574  -4.167  -0.985  0.085
H  -1.853  -2.887  -1.975  0.084
H  -1.506  -1.000  0.151  0.074
H  0.746  -2.278  1.563  0.130
H  -0.158  -0.936  2.274  0.120
H  1.789  2.209  -0.303  0.100
H  1.536  1.098  -1.657  0.088
H  0.315  2.314  -1.285  0.094
H  -0.820  0.845  1.772  0.121
H  0.069  2.315  1.372  0.126
H  -1.975  3.598  1.700  0.111
H  -4.050  4.456  0.700  0.101
H  -5.010  3.360  -1.292  0.100
H  -3.869  1.404  -2.281  0.103
H  -1.781  0.569  -1.296  0.097
H  1.844  -2.220  -0.358  0.130
H  1.279  -1.039  -1.528  0.127
H  3.959  -1.261  -2.499  0.113
H  6.157  -0.185  -2.158  0.099
H  6.622  1.069  -0.098  0.099
H  4.898  1.267  1.661  0.111
H  2.440  -0.617  2.289  0.130
H  2.074  1.067  1.920  0.121

Values from the calculation:
**Relative energy (zero: lowest compared OMol25 entry of this formula, charge and spin)**: 0.0 kcal per mole
**Calculated total energy**: -38062.827 eV
**Largest force on an atom**: 0.52 eV/Å


Record 3
A 11-piece molecular cluster, C73H55BrN2O20 overall, computed with ωB97M-V with the def2-TZVPD basis set.

Each line ends with the Löwdin charge.
Element x y z (Å)
Br  7.143  -1.689  2.735  0.769
C  5.461  -1.923  1.752  -0.579
C  5.463  -1.004  0.501  -0.230
C  4.344  0.090  0.596  -0.067
N  3.066  -0.542  0.139  -0.030
C  2.293  -1.202  0.992  0.010
C  1.137  -1.820  0.572  0.065
C  0.795  -1.749  -0.774  -0.115
C  -0.427  -2.397  -1.320  -0.100
C  -1.679  -2.316  -0.706  0.052
C  -2.745  -2.923  -1.308  0.002
N  -2.645  -3.583  -2.456  0.139
C  -1.446  -3.698  -3.040  -0.023
C  -0.329  -3.136  -2.515  0.038
C  1.620  -1.019  -1.628  0.054
C  2.761  -0.418  -1.165  0.028
H  4.661  -1.704  2.463  0.038
H  5.345  -2.966  1.442  0.069
H  6.440  -0.570  0.280  0.101
H  5.188  -1.645  -0.352  0.114
H  4.251  0.409  1.639  0.141
H  4.574  0.930  -0.065  0.137
H  2.548  -1.273  2.045  0.152
H  0.551  -2.369  1.305  0.148
H  -1.777  -1.746  0.231  0.092
H  -3.727  -2.859  -0.841  0.156
H  -3.441  -4.025  -2.936  0.154
H  -1.385  -4.244  -3.980  0.154
H  0.651  -3.231  -2.974  0.139
H  1.413  -0.914  -2.692  0.140
H  3.431  0.154  -1.816  0.111
C  -2.001  -7.381  -2.542  0.012
C  -1.056  -7.584  -3.455  0.020
C  -0.606  -8.957  -3.800  -0.386
O  0.257  -9.143  -4.631  0.115
C  -1.250  -10.086  -3.088  0.022
C  -2.196  -9.881  -2.173  0.045
C  -2.645  -8.513  -1.829  -0.376
O  -3.506  -8.311  -0.999  0.107
H  -2.346  -6.390  -2.272  0.086
H  -0.574  -6.772  -3.987  0.106
H  -0.910  -11.078  -3.352  0.114
H  -2.675  -10.694  -1.643  0.134
C  -3.410  2.140  1.037  0.048
C  -3.112  0.856  0.868  0.017
C  -2.849  -0.029  2.022  -0.366
O  -2.573  -1.212  1.865  0.035
C  -2.930  0.561  3.376  0.023
C  -3.228  1.846  3.552  0.044
C  -3.493  2.739  2.394  -0.367
O  -3.766  3.906  2.548  0.143
H  -3.605  2.801  0.200  0.103
H  -3.050  0.406  -0.116  0.112
H  -2.735  -0.108  4.205  0.125
H  -3.291  2.297  4.534  0.132
C  4.165  0.082  -6.790  0.043
C  3.858  0.043  -5.497  0.010
C  4.271  1.126  -4.578  -0.360
O  3.990  1.090  -3.387  0.038
C  5.035  2.255  -5.144  0.025
C  5.346  2.300  -6.437  0.048
C  4.934  1.217  -7.365  -0.370
O  5.211  1.252  -8.539  0.153
H  3.874  -0.701  -7.480  0.131
H  3.298  -0.775  -5.060  0.109
H  5.325  3.036  -4.451  0.126
H  5.906  3.119  -6.870  0.134
C  -4.031  5.494  -4.544  0.031
C  -3.604  4.362  -3.990  0.012
C  -4.176  3.868  -2.716  -0.379
O  -3.782  2.830  -2.209  0.054
C  -5.239  4.675  -2.080  0.024
C  -5.669  5.808  -2.630  0.041
C  -5.100  6.306  -3.906  -0.368
O  -5.488  7.336  -4.411  0.125
H  -3.627  5.873  -5.474  0.126
H  -2.828  3.755  -4.439  0.116
H  -5.646  4.298  -1.150  0.112
H  -6.444  6.408  -2.178  0.096
C  -7.811  7.744  2.506  0.029
C  -7.648  6.655  1.759  0.020
C  -7.808  6.704  0.287  -0.373
O  -7.658  5.709  -0.400  0.065
C  -8.154  8.005  -0.324  0.017
C  -8.316  9.096  0.419  0.033
C  -8.157  9.053  1.894  -0.378
O  -8.302  10.044  2.572  0.126
H  -7.700  7.731  3.582  0.125
H  -7.394  5.693  2.186  0.118
H  -8.265  8.018  -1.402  0.124
H  -8.569  10.056  -0.012  0.129
C  -6.232  -5.649  0.800  0.047
C  -5.386  -5.415  -0.199  0.000
C  -5.851  -5.362  -1.602  -0.364
O  -5.072  -5.149  -2.523  0.039
C  -7.288  -5.578  -1.861  0.028
C  -8.141  -5.813  -0.866  0.049
C  -7.681  -5.866  0.545  -0.368
O  -8.449  -6.076  1.452  0.150
H  -5.912  -5.693  1.833  0.132
H  -4.327  -5.256  -0.033  0.108
H  -7.603  -5.535  -2.895  0.128
H  -9.198  -5.974  -1.035  0.134
C  3.279  -11.176  -3.243  0.032
C  2.043  -11.271  -2.764  0.014
C  1.477  -12.576  -2.346  -0.376
O  0.345  -12.659  -1.909  0.090
C  2.341  -13.772  -2.481  0.026
C  3.579  -13.679  -2.961  0.031
C  4.146  -12.374  -3.380  -0.381
O  5.272  -12.285  -3.815  0.120
H  3.709  -10.233  -3.555  0.123
H  1.399  -10.410  -2.657  0.093
H  1.909  -14.715  -2.170  0.126
H  4.224  -14.542  -3.069  0.127
C  -2.057  10.643  -1.590  0.020
C  -3.283  10.419  -1.126  0.019
C  -4.465  10.472  -2.021  -0.386
O  -5.583  10.268  -1.598  0.096
C  -4.229  10.783  -3.451  0.022
C  -3.002  11.007  -3.915  0.024
C  -1.819  10.954  -3.021  -0.388
O  -0.700  11.154  -3.443  0.109
H  -1.182  10.610  -0.953  0.122
H  -3.477  10.191  -0.085  0.121
H  -5.104  10.816  -4.087  0.125
H  -2.809  11.236  -4.956  0.124
C  7.598  -0.166  6.250  0.015
C  7.978  -1.428  6.071  -0.019
C  8.239  -2.324  7.225  -0.381
O  8.587  -3.473  7.059  0.117
C  8.059  -1.758  8.585  0.028
C  7.679  -0.495  8.763  0.028
C  7.417  0.399  7.609  -0.372
O  7.067  1.549  7.766  0.096
H  7.403  0.503  5.421  0.112
H  8.114  -1.856  5.088  0.015
H  8.254  -2.427  9.413  0.126
H  7.543  -0.064  9.746  0.126
C  8.921  6.763  7.988  0.019
C  8.072  7.600  8.579  0.021
C  6.768  7.129  9.107  -0.389
O  5.992  7.891  9.643  0.108
C  6.449  5.688  8.953  0.021
C  7.298  4.850  8.363  0.022
C  8.601  5.323  7.835  -0.384
O  9.377  4.560  7.297  0.102
H  9.876  7.089  7.596  0.122
H  8.287  8.654  8.701  0.123
H  5.494  5.363  9.346  0.121
H  7.082  3.796  8.242  0.089

Values from the calculation:
**Relative energy (zero: lowest compared OMol25 entry of this formula, charge and spin)**: 0.0 kcal per mole
**Calculated total energy**: -190539.896 eV
**Largest force on an atom**: 1.81 eV/Å
**Total charge**: +2


Record 4
C25H34Br63GaNO2 as an isolated structure, computed with ωB97M-V with the def2-TZVPD basis set.

Each line ends with the Löwdin charge.
Element x y z (Å)
N  -6.406  6.441  1.955  -0.016
C  -5.102  7.094  1.891  -0.316
C  -4.627  7.406  0.480  -0.328
C  -4.241  6.160  -0.335  -0.347
Ga  -2.982  6.733  -1.883  0.332
C  -1.050  6.778  -1.148  -0.314
O  -0.045  6.083  -1.942  -0.267
O  0.375  4.900  -1.250  -0.167
H  -6.310  5.439  1.923  -0.052
H  -7.051  6.762  1.248  -0.041
H  -4.389  6.435  2.394  0.102
H  -5.126  8.016  2.489  0.090
H  -5.387  7.965  -0.077  0.094
H  -3.758  8.073  0.541  0.080
H  -5.124  5.717  -0.801  0.024
H  -3.742  5.422  0.291  -0.058
H  -3.347  8.245  -2.325  -0.099
H  -3.173  5.758  -3.148  -0.109
H  -0.707  7.815  -1.074  0.032
H  -1.005  6.373  -0.131  0.023
H  0.895  5.235  -0.500  0.034
C  -0.735  2.695  1.855  -1.603
Br  -1.455  2.069  3.531  0.571
Br  -2.077  3.390  0.679  0.652
Br  0.693  3.947  2.169  0.587
H  -0.299  1.831  1.378  -0.146
C  -0.897  -1.730  0.907  -1.578
Br  -1.725  -2.151  2.597  0.605
Br  -2.167  -1.041  -0.359  0.598
Br  0.598  -0.530  1.135  0.593
H  -0.503  -2.654  0.507  -0.051
C  -0.681  -0.988  5.742  -1.656
Br  1.021  -1.857  5.992  0.548
Br  -2.148  -2.213  5.972  0.554
Br  -0.855  0.563  6.867  0.556
H  -0.713  -0.640  4.718  -0.122
C  -6.949  2.016  2.783  -1.635
Br  -5.641  2.941  1.726  0.615
Br  -7.891  0.691  1.744  0.546
Br  -6.172  1.246  4.371  0.567
H  -7.678  2.745  3.105  -0.034
C  0.741  0.628  -3.244  -1.611
Br  -0.405  1.539  -2.012  0.579
Br  -0.043  0.598  -5.005  0.584
Br  2.516  1.376  -3.244  0.540
H  0.835  -0.398  -2.918  -0.034
C  3.120  -1.459  -7.000  -1.631
Br  4.739  -1.042  -7.954  0.578
Br  2.007  -2.678  -7.995  0.564
Br  3.489  -2.122  -5.232  0.545
H  2.567  -0.539  -6.888  -0.048
C  5.493  -1.188  -1.746  -1.639
Br  5.863  -0.479  0.007  0.557
Br  7.060  -1.990  -2.526  0.576
Br  4.007  -2.410  -1.741  0.531
H  5.214  -0.351  -2.371  -0.154
C  3.551  -4.796  1.411  -1.650
Br  3.293  -5.932  -0.126  0.568
Br  2.387  -3.263  1.395  0.543
Br  3.405  -5.766  3.063  0.546
H  4.559  -4.418  1.364  -0.135
C  6.231  3.376  -2.420  -1.589
Br  7.773  3.231  -1.274  0.555
Br  5.969  1.768  -3.456  0.604
Br  4.649  3.844  -1.436  0.592
H  6.422  4.176  -3.120  -0.026
C  3.691  4.192  5.345  -1.647
Br  4.500  5.453  6.557  0.559
Br  1.819  3.963  5.721  0.560
Br  4.009  4.667  3.503  0.551
H  4.166  3.238  5.519  -0.126
C  -0.598  -5.478  -9.363  -1.634
Br  -0.798  -6.995  -8.197  0.581
Br  0.865  -5.716  -10.592  0.569
Br  -2.240  -5.072  -10.289  0.609
H  -0.364  -4.625  -8.743  -0.063
C  -10.132  5.399  -0.476  -1.630
Br  -9.436  7.067  0.184  0.635
Br  -10.184  5.368  -2.400  0.573
Br  -9.168  3.884  0.222  0.580
H  -11.152  5.321  -0.132  -0.082
C  6.415  0.668  6.286  -1.612
Br  5.138  1.504  7.450  0.592
Br  5.788  0.658  4.467  0.577
Br  8.159  1.471  6.436  0.585
H  6.506  -0.362  6.599  -0.028
C  -4.578  -8.183  -10.287  -1.642
Br  -4.895  -8.756  -8.478  0.571
Br  -3.776  -9.584  -11.339  0.596
Br  -6.179  -7.507  -11.113  0.576
H  -3.867  -7.371  -10.246  -0.115
C  10.663  6.151  0.260  -1.645
Br  10.471  4.453  1.146  0.548
Br  11.175  5.927  -1.584  0.558
Br  9.071  7.216  0.428  0.574
H  11.463  6.682  0.753  -0.034
C  -13.938  6.605  -2.726  -1.652
Br  -13.931  5.726  -4.437  0.566
Br  -15.411  7.834  -2.561  0.569
Br  -13.914  5.332  -1.283  0.581
H  -13.026  7.180  -2.657  -0.040
C  3.132  -0.136  10.799  -1.637
Br  1.901  1.297  10.428  0.571
Br  3.322  -1.300  9.280  0.537
Br  4.838  0.533  11.396  0.557
H  2.717  -0.721  11.605  -0.032
C  7.472  -4.432  2.899  -1.587
Br  7.292  -5.551  1.342  0.606
Br  6.341  -2.879  2.765  0.581
Br  7.137  -5.417  4.522  0.539
H  8.493  -4.086  2.937  -0.028
C  3.112  -7.011  7.204  -1.620
Br  1.727  -5.702  6.928  0.567
Br  3.186  -8.275  5.754  0.539
Br  4.825  -6.179  7.497  0.557
H  2.864  -7.560  8.099  -0.030
C  5.691  -11.131  3.708  -1.648
Br  5.217  -11.925  5.397  0.557
Br  6.469  -9.387  3.938  0.543
Br  6.833  -12.289  2.676  0.569
H  4.777  -11.003  3.147  -0.029
C  -6.169  -12.690  -11.516  -1.658
Br  -6.480  -13.216  -9.690  0.563
Br  -5.441  -14.138  -12.557  0.563
Br  -7.757  -11.963  -12.324  0.562
H  -5.432  -11.903  -11.500  -0.111

Values from the calculation:
**Calculated total energy**: -4497105.145 eV
**Largest force on an atom**: 1.06 eV/Å
**Total charge**: -1